1.
A cluster of 13 separate species, C40H113N19O16 in total in a non-equilibrium geometry. Source: the OMol25 dataset; level of theory: ωB97M-V/def2-TZVPD.

The geometry in ORCA input format:
```
! RIJCOSX wB97M-V def2-TZVPD def2/J DEFGRID3
* xyz 0 1
C -7.325 -3.345 -2.234
C -6.178 -2.406 -2.288
C -6.512 -0.897 -2.480
O -5.227 -0.316 -2.998
C -4.959 1.092 -2.661
N -5.294 -2.675 -1.111
H -7.040 -4.388 -2.096
H -7.928 -3.422 -3.139
H -8.023 -3.266 -1.400
H -5.697 -2.742 -3.207
H -6.907 -0.516 -1.538
H -7.184 -0.854 -3.337
H -5.829 1.676 -2.360
H -4.151 1.545 -3.236
H -4.523 1.147 -1.663
H -5.870 -2.281 -0.381
H -4.560 -2.002 -1.279
C 6.263 8.945 1.651
C 5.786 7.945 2.646
C 5.887 6.523 2.238
O 5.035 6.099 1.239
C 4.341 4.873 1.450
N 6.708 8.150 3.740
H 7.350 8.957 1.580
H 6.044 9.934 2.054
H 5.895 8.866 0.628
H 4.825 8.283 3.033
H 5.717 5.952 3.151
H 6.903 6.358 1.879
H 3.894 4.388 0.581
H 3.500 5.015 2.129
H 5.063 4.104 1.723
H 6.489 9.072 4.090
H 6.484 7.553 4.523
C -1.433 -5.381 -1.346
C -2.743 -5.110 -0.577
C -2.695 -3.884 0.370
O -1.445 -3.980 1.121
C -1.616 -4.872 2.286
N -3.743 -4.959 -1.604
H -0.685 -5.876 -0.726
H -0.852 -4.548 -1.742
H -1.545 -6.121 -2.138
H -3.076 -5.957 0.024
H -3.575 -4.015 1.000
H -2.723 -2.974 -0.229
H -1.948 -4.337 3.176
H -0.591 -5.120 2.560
H -2.174 -5.791 2.108
H -4.482 -5.647 -1.627
H -4.209 -4.118 -1.295
C -0.256 2.470 3.806
C -1.328 2.083 4.873
C -2.465 1.038 4.484
O -3.085 1.660 3.318
C -4.237 0.996 2.798
N -0.598 1.694 6.087
H -0.519 3.027 2.907
H 0.433 1.683 3.498
H 0.470 3.168 4.222
H -1.657 3.108 5.047
H -3.077 1.155 5.379
H -1.923 0.105 4.331
H -5.056 1.054 3.516
H -3.992 -0.021 2.493
H -4.586 1.625 1.979
H -1.159 1.566 6.917
H -0.281 0.744 5.954
C -2.448 4.735 1.338
O -2.487 4.867 -0.051
C -2.726 6.176 -0.398
C -3.069 6.159 -1.933
N -4.229 5.340 -2.223
C -5.445 6.029 -2.027
C -6.068 5.587 -0.703
O -6.308 4.276 -0.782
C -6.182 3.530 0.481
H -1.506 5.094 1.753
H -2.516 3.690 1.644
H -3.246 5.241 1.882
H -1.811 6.763 -0.335
H -3.585 6.639 0.088
H -2.199 5.938 -2.551
H -3.201 7.200 -2.227
H -4.292 4.535 -1.616
H -6.159 5.898 -2.840
H -5.297 7.103 -2.136
H -6.987 6.170 -0.649
H -5.366 5.753 0.114
H -5.128 3.362 0.700
H -6.707 2.585 0.341
H -6.633 3.872 1.413
C 1.862 -4.046 -6.883
O 0.981 -3.844 -5.810
C 1.338 -2.687 -5.038
C 2.201 -3.092 -3.797
N 1.801 -4.308 -2.957
C 2.625 -5.510 -3.128
C 2.415 -6.761 -2.371
O 1.304 -7.419 -2.993
C 0.961 -8.668 -2.371
H 2.882 -3.953 -6.512
H 1.660 -3.418 -7.750
H 1.743 -5.098 -7.141
H 0.394 -2.182 -4.834
H 1.978 -2.086 -5.685
H 2.125 -2.241 -3.121
H 3.211 -3.276 -4.164
H 1.077 -4.523 -3.627
H 3.589 -5.148 -2.771
H 2.684 -5.814 -4.173
H 2.139 -6.493 -1.352
H 3.264 -7.428 -2.524
H 0.301 -8.366 -1.558
H 1.821 -9.083 -1.846
H 0.472 -9.413 -2.997
C -2.217 0.410 0.047
O -1.032 0.528 -0.617
C -0.271 -0.663 -0.946
C 0.751 -0.995 0.135
N 1.599 0.124 0.511
C 2.430 -0.030 1.709
C 3.386 1.167 1.931
O 3.892 1.705 0.672
C 4.633 0.801 -0.087
H -1.839 0.193 1.046
H -2.894 -0.401 -0.224
H -2.743 1.365 0.066
H 0.235 -0.341 -1.856
H -0.875 -1.534 -1.201
H 1.399 -1.820 -0.160
H 0.237 -1.325 1.038
H 1.408 1.067 0.205
H 2.932 -0.995 1.779
H 1.767 -0.084 2.572
H 4.118 0.825 2.662
H 2.748 1.860 2.480
H 4.044 0.002 -0.536
H 5.392 0.288 0.503
H 5.293 1.199 -0.858
C 8.580 1.675 1.480
O 8.530 0.681 2.226
N 9.732 1.947 0.982
N 7.656 2.644 1.364
H 10.436 1.225 1.037
H 9.837 2.814 0.475
H 7.581 3.079 0.456
H 6.759 2.424 1.773
C 5.856 -1.689 3.030
O 6.253 -2.318 2.018
N 4.732 -1.717 3.663
N 6.514 -0.714 3.561
H 4.880 -1.381 4.604
H 3.980 -2.287 3.302
H 7.300 -0.378 3.022
H 6.145 -0.114 4.285
C 0.811 -2.001 4.824
O 0.095 -1.443 5.616
N 0.620 -1.885 3.499
N 1.818 -2.813 5.135
H 1.242 -2.435 2.923
H -0.072 -1.215 3.197
H 2.071 -2.984 6.097
H 2.271 -3.281 4.363
C -2.983 -3.231 -4.418
O -2.500 -2.843 -5.453
N -3.883 -4.133 -4.405
N -2.491 -3.082 -3.209
H -4.133 -4.647 -5.237
H -4.190 -4.608 -3.568
H -2.828 -3.733 -2.515
H -1.599 -2.611 -3.142
C 2.585 -3.821 1.120
O 2.341 -3.580 2.318
N 3.710 -3.662 0.496
N 1.680 -4.343 0.412
H 3.635 -4.203 -0.353
H 4.533 -3.648 1.083
H 0.867 -4.587 0.960
H 1.660 -4.369 -0.598
C -1.623 2.921 -3.428
O -1.083 1.907 -3.753
N -1.612 3.357 -2.200
N -2.505 3.660 -3.981
H -1.232 2.628 -1.614
H -2.117 4.082 -1.710
H -2.833 4.468 -3.472
H -2.780 3.381 -4.912
*
```

LUMO energy: 0.366 eV
Orbital gap: 0.2955 Eh


2.
A cluster of 13 separate species, C40H113N7O13 in total in a non-equilibrium geometry. Source: the OMol25 dataset; level of theory: ωB97M-V/def2-TZVPD.

The geometry in ORCA input format:
```
! RIJCOSX wB97M-V def2-TZVPD def2/J DEFGRID3
* xyz 0 1
C 6.620 -22.210 -8.877
C 5.211 -22.651 -8.708
C 5.111 -23.796 -7.652
O 6.254 -24.647 -7.665
C 6.243 -25.507 -8.865
N 4.444 -21.490 -8.249
H 7.060 -21.825 -7.957
H 6.756 -21.358 -9.544
H 7.243 -23.069 -9.122
H 4.820 -22.921 -9.690
H 4.232 -24.414 -7.837
H 4.967 -23.472 -6.622
H 5.319 -26.074 -8.975
H 7.147 -26.114 -8.824
H 6.312 -25.040 -9.848
H 4.384 -20.914 -9.076
H 3.489 -21.810 -8.178
C 1.884 -16.218 -2.542
C 1.293 -16.541 -3.866
C 2.279 -17.400 -4.683
O 1.669 -17.958 -5.887
C 1.525 -17.088 -6.911
N 0.077 -17.283 -3.633
H 2.795 -15.621 -2.602
H 1.978 -17.159 -2.001
H 1.148 -15.587 -2.044
H 1.031 -15.602 -4.353
H 2.634 -18.258 -4.112
H 3.164 -16.798 -4.891
H 2.393 -16.683 -7.431
H 0.906 -16.257 -6.573
H 0.924 -17.576 -7.679
H -0.308 -17.397 -4.560
H 0.196 -18.254 -3.385
C -2.601 -24.650 -5.987
C -2.504 -25.188 -7.383
C -1.852 -26.593 -7.510
O -0.536 -26.448 -6.911
C 0.111 -27.684 -6.876
N -3.883 -25.241 -7.880
H -3.130 -23.699 -5.931
H -1.613 -24.468 -5.564
H -3.089 -25.267 -5.231
H -1.900 -24.424 -7.872
H -1.842 -26.932 -8.546
H -2.456 -27.361 -7.027
H -0.367 -28.461 -6.279
H 1.131 -27.597 -6.503
H 0.309 -28.029 -7.891
H -4.478 -25.875 -7.365
H -3.796 -25.675 -8.787
C -4.157 -17.700 -9.669
C -3.029 -18.621 -10.065
C -3.426 -20.120 -10.093
O -3.699 -20.625 -8.754
C -3.428 -22.025 -8.603
N -2.538 -18.159 -11.380
H -3.934 -16.644 -9.827
H -4.600 -17.846 -8.684
H -4.989 -17.891 -10.347
H -2.195 -18.554 -9.367
H -2.707 -20.768 -10.594
H -4.384 -20.190 -10.610
H -3.636 -22.267 -7.561
H -2.409 -22.242 -8.922
H -4.138 -22.556 -9.236
H -2.069 -17.265 -11.388
H -1.817 -18.834 -11.587
C -2.190 -20.998 -5.367
C -1.696 -19.615 -5.179
C -2.134 -18.634 -6.277
O -1.566 -17.364 -6.075
C -1.891 -16.366 -7.008
N -2.233 -19.173 -3.912
H -1.599 -21.500 -6.133
H -3.248 -21.026 -5.629
H -2.044 -21.616 -4.481
H -0.609 -19.685 -5.146
H -3.207 -18.661 -6.464
H -1.704 -19.057 -7.185
H -1.552 -15.419 -6.586
H -2.950 -16.275 -7.250
H -1.290 -16.475 -7.911
H -1.960 -18.207 -3.809
H -1.667 -19.578 -3.179
C -1.033 -25.480 -12.995
C -2.323 -25.349 -12.191
C -2.691 -26.624 -11.433
O -3.810 -26.470 -10.515
C -4.425 -27.752 -10.268
N -2.079 -24.303 -11.138
H -0.742 -24.521 -13.422
H -1.078 -26.159 -13.847
H -0.272 -25.876 -12.323
H -3.157 -24.967 -12.779
H -1.803 -26.938 -10.885
H -2.931 -27.319 -12.238
H -5.078 -27.611 -9.407
H -3.702 -28.491 -9.922
H -5.027 -28.109 -11.104
H -1.286 -24.670 -10.632
H -2.826 -24.414 -10.466
C 1.615 -23.406 -10.716
C 1.334 -24.036 -9.373
C 0.653 -23.057 -8.355
O 1.659 -22.088 -7.958
C 1.236 -21.294 -6.844
N 0.431 -25.140 -9.744
H 2.308 -22.588 -10.517
H 0.703 -23.216 -11.282
H 2.069 -24.123 -11.401
H 2.200 -24.500 -8.901
H 0.271 -23.677 -7.543
H -0.169 -22.569 -8.879
H 0.405 -20.640 -7.108
H 2.004 -20.591 -6.520
H 0.863 -21.907 -6.024
H 0.037 -25.671 -8.980
H 0.950 -25.907 -10.145
C 2.824 -25.273 -5.355
C 3.448 -24.818 -4.085
O 4.114 -25.959 -3.455
H 2.006 -25.990 -5.282
H 3.499 -25.682 -6.107
H 2.544 -24.346 -5.854
H 2.664 -24.516 -3.391
H 4.120 -23.973 -4.239
H 4.154 -25.826 -2.505
C 0.903 -23.048 -15.007
C 1.850 -24.212 -14.938
O 2.062 -24.789 -16.194
H 1.401 -22.244 -15.549
H 0.648 -22.627 -14.034
H 0.015 -23.219 -15.615
H 1.548 -25.040 -14.296
H 2.868 -23.895 -14.715
H 1.248 -25.095 -16.601
C 1.512 -19.033 -10.753
C 0.709 -20.230 -11.330
O -0.336 -19.694 -12.048
H 2.028 -18.472 -11.532
H 2.275 -19.452 -10.097
H 0.903 -18.257 -10.287
H 0.314 -20.775 -10.472
H 1.379 -20.833 -11.942
H -0.744 -20.463 -12.451
C 3.490 -27.021 -11.648
C 2.603 -27.850 -10.800
O 1.270 -27.582 -11.201
H 3.305 -25.975 -11.403
H 3.315 -27.153 -12.716
H 4.563 -27.160 -11.515
H 2.734 -27.676 -9.732
H 2.808 -28.916 -10.904
H 0.889 -28.448 -11.360
C -2.383 -20.661 -14.820
C -2.653 -21.896 -13.930
O -1.918 -21.818 -12.741
H -2.610 -19.776 -14.225
H -2.951 -20.557 -15.744
H -1.318 -20.640 -15.052
H -2.432 -22.832 -14.443
H -3.716 -21.983 -13.704
H -1.911 -22.668 -12.296
C 5.666 -19.677 -3.986
C 5.026 -20.301 -5.189
O 5.621 -19.910 -6.426
H 5.049 -20.001 -3.148
H 5.619 -18.590 -3.924
H 6.648 -20.080 -3.737
H 3.990 -19.961 -5.199
H 4.908 -21.349 -4.915
H 5.310 -20.516 -7.102
*
```

LUMO energy: -0.040 eV
Orbital gap: 0.3105 Eh


Number 1: calculated total energy -104376.0177 eV. Number 2: calculated total energy -80354.1914 eV.